(1)
Computed, not measured: a structure of composition C46H66N2O4P2PtSb, with ωB97M-V/def2-TZVPD.

Geometry as XYZ:
```
122
Properties=species:S:1:pos:R:3:lowdin_charge:R:1
Pt 0.00042 0.26380 0.60807 0.806
C 0.15637 -2.15952 3.57526 -0.069
C 1.59794 -1.90655 3.90073 -0.265
C 2.24758 -2.78394 4.76637 -0.059
C 3.56120 -2.58632 5.15571 -0.088
C 4.25050 -1.48413 4.67791 -0.084
C 3.62116 -0.60678 3.80924 -0.101
C 2.30320 -0.80346 3.39359 -0.260
P 1.47402 0.47127 2.32637 0.959
C 2.86621 1.58882 1.94974 -0.314
C 2.84750 2.91048 2.38083 -0.087
C 3.82171 3.81222 1.97532 -0.089
C 4.82140 3.39088 1.11711 -0.081
C 4.85225 2.06998 0.69217 -0.041
C 3.89760 1.14283 1.09804 -0.272
C 4.01235 -0.27939 0.61324 -0.038
C 0.40735 1.24703 3.58079 -0.318
C 0.84017 1.81367 4.77734 -0.094
C -0.06547 2.43675 5.61888 -0.097
C -1.41071 2.47618 5.26218 -0.091
C -1.84699 1.86351 4.09949 -0.045
C -0.94993 1.21458 3.24689 -0.300
C -1.41397 0.43053 2.04543 -0.333
H -0.10454 -3.20143 3.76384 0.077
H -0.05960 -1.92456 2.53334 0.003
H -0.49362 -1.52892 4.18733 0.092
H 1.69821 -3.64025 5.14151 0.109
H 4.04021 -3.28640 5.82894 0.098
H 5.27696 -1.30434 4.97181 0.100
H 4.17301 0.25036 3.44711 0.101
H 2.04143 3.25732 3.01431 0.096
H 3.77704 4.84108 2.30980 0.101
H 5.57518 4.08695 0.77026 0.100
H 5.63268 1.74223 0.01539 0.112
H 4.95877 -0.41811 0.09101 0.085
H 3.20226 -0.51022 -0.08077 0.057
H 3.97070 -0.99831 1.43183 0.062
H 1.89238 1.77881 5.03906 0.110
H 0.27068 2.89793 6.53899 0.095
H -2.12296 2.98049 5.90451 0.096
H -2.90058 1.87204 3.84270 0.110
H -2.30926 0.88925 1.62387 0.020
H -1.73247 -0.55760 2.39781 0.043
C -2.25408 3.09271 -1.38715 -0.100
C -3.34727 2.06356 -1.71996 -0.583
C -4.30579 2.05526 -0.52011 -0.102
C -4.13441 2.53250 -2.94722 -0.088
P -2.49205 0.35819 -1.82466 0.807
N -1.43574 0.08196 -0.76914 -0.389
C -3.86458 -0.95858 -1.70988 -0.589
C -5.16257 -0.70632 -2.48033 -0.087
C -4.18564 -1.16241 -0.22058 -0.100
C -3.27007 -2.29044 -2.18197 -0.106
C -1.71544 0.23722 -3.56084 -0.579
C -0.91901 1.52812 -3.80688 -0.084
C -0.66032 -0.88170 -3.51978 -0.098
C -2.65579 0.01119 -4.74827 -0.088
H -2.68204 3.91200 -0.80184 0.081
H -1.79950 3.52759 -2.27498 0.067
H -1.46936 2.62652 -0.79238 0.041
H -4.62881 3.08255 -0.32524 0.081
H -3.80997 1.68219 0.37540 0.060
H -5.20081 1.46187 -0.70019 0.054
H -4.61013 3.49119 -2.71087 0.085
H -4.92315 1.83961 -3.23875 0.059
H -3.49090 2.69961 -3.80922 0.055
H -5.72704 0.13430 -2.07743 0.056
H -5.80117 -1.59305 -2.39576 0.083
H -4.99413 -0.52556 -3.54158 0.060
H -4.76189 -0.34800 0.21097 0.056
H -3.25823 -1.25912 0.34497 0.049
H -4.77293 -2.08032 -0.10731 0.081
H -3.13695 -2.33885 -3.26138 0.059
H -3.94922 -3.10049 -1.89723 0.082
H -2.30726 -2.46553 -1.70084 0.056
H -0.28105 1.76146 -2.95352 0.066
H -1.55611 2.38416 -4.02333 0.056
H -0.26807 1.37735 -4.67294 0.090
H -0.02909 -0.77107 -2.63591 0.048
H -0.02710 -0.79624 -4.40830 0.088
H -1.09759 -1.87797 -3.52183 0.049
H -3.43422 0.77086 -4.82345 0.058
H -3.13820 -0.96574 -4.71970 0.057
H -2.06900 0.05279 -5.67253 0.084
O 2.85760 0.65074 -2.76213 0.005
C 2.12114 1.09638 -1.87764 -0.647
O 1.46066 0.39089 -1.05789 -0.245
C 2.03945 2.62237 -1.77311 -0.112
C 2.74317 3.38347 -2.70612 -0.001
C 2.71122 4.76455 -2.66713 0.002
C 1.95818 5.37650 -1.67582 -0.158
C 1.24879 4.65190 -0.73648 0.009
C 1.30132 3.26727 -0.79075 -0.026
N 1.92413 6.84335 -1.61509 -0.357
O 2.58178 7.46723 -2.42908 0.053
O 1.26231 7.36751 -0.73789 0.057
H 3.31171 2.85432 -3.45841 0.115
H 3.25082 5.36827 -3.38123 0.111
H 0.67801 5.16545 0.02305 0.119
H 0.76221 2.67242 -0.06233 0.071
C 1.95930 -3.93737 -2.69928 -0.204
C 0.67801 -4.27703 -1.94121 -0.460
Sb 0.63427 -3.19291 -0.06674 1.417
C -1.17232 -4.08722 0.75321 -0.441
C -1.78211 -5.24411 -0.03268 -0.200
C 1.99478 -4.54185 0.97638 -0.446
C 1.75647 -6.03888 0.82377 -0.198
H 2.01199 -4.45353 -3.66182 0.061
H 2.84722 -4.22277 -2.12792 0.055
H 2.03165 -2.86457 -2.89150 0.059
H 0.58993 -5.34944 -1.76001 0.032
H -0.19904 -3.96991 -2.51438 0.028
H -1.88622 -3.26853 0.85673 0.021
H -0.91722 -4.41350 1.76555 0.031
H -2.02097 -4.95642 -1.05591 0.046
H -2.70954 -5.59526 0.43093 0.063
H -1.10043 -6.09468 -0.09105 0.046
H 1.93695 -4.25144 2.02938 0.022
H 3.00281 -4.27273 0.64944 0.036
H 0.74373 -6.31446 1.12677 0.047
H 2.44917 -6.62397 1.43714 0.060
H 1.88744 -6.36413 -0.21015 0.053
```

Values from the calculation:
- Orbital gap: 6.408 eV
- Energy: -88306.18084 eV
- HOMO energy: -0.16364 hartree
- Multiplicity: 1
- Total charge: -1
- Energy relative to the best compared isomer or geometry (same formula, charge and spin): 0.00 kJ/mol
- Largest force on an atom: 0.47 eV/Å

(2)
Computed, not measured: a structure of composition C46H70P3PtSi3 at a distorted geometry, with ωB97M-V/def2-TZVPD.

Geometry as XYZ:
```
123
Properties=species:S:1:pos:R:3:lowdin_charge:R:1
Pt 0.17359 -0.34340 0.71304 0.496
C 2.85150 -2.12998 -2.28847 -0.107
C 2.06609 -3.25790 -1.60984 -0.476
C 2.97631 -4.45650 -1.35309 -0.089
P 1.05454 -2.65772 -0.13350 1.070
C 1.55211 -3.50125 1.44515 -0.516
C 1.07327 -4.91352 1.76676 -0.094
C 3.06714 -3.38904 1.64510 -0.092
C -0.55357 -3.38880 -0.62914 -0.389
C -0.73682 -4.77291 -0.70962 -0.089
C -1.98322 -5.29325 -1.01583 -0.052
C -3.04656 -4.43508 -1.27850 -0.054
C -2.83380 -3.06678 -1.31532 -0.068
C -1.57551 -2.53364 -1.01852 -0.327
Si -1.09666 -0.73634 -1.31696 0.538
C -2.67386 0.19171 -1.61780 -0.320
C -3.50870 0.02964 -2.72307 -0.095
C -4.66768 0.78267 -2.81790 -0.063
C -4.97888 1.70996 -1.82344 -0.053
C -4.14114 1.87939 -0.73213 -0.074
C -2.98982 1.09628 -0.62842 -0.381
P -1.75182 1.17526 0.70921 0.973
C -2.74601 0.60872 2.17174 -0.539
C -3.82517 1.57434 2.65428 -0.081
C -3.34873 -0.76282 1.86231 -0.108
C -1.58965 3.02998 0.86930 -0.491
C -0.61504 3.46395 1.94806 -0.098
C -1.17280 3.63997 -0.46765 -0.144
C -0.25385 -0.76697 -3.03374 -0.273
C -0.20157 -2.01206 -3.67621 -0.113
C 0.31998 -2.16049 -4.95066 -0.065
C 0.80268 -1.05108 -5.61942 -0.060
C 0.73391 0.19516 -5.01922 -0.089
C 0.22818 0.36433 -3.72638 -0.364
P 0.05880 2.03060 -2.97785 1.106
C -0.69528 2.94881 -4.41605 -0.536
C -0.69016 4.46852 -4.26730 -0.105
C -2.12548 2.43686 -4.59458 -0.112
C 1.80873 2.66048 -2.86573 -0.527
C 1.83052 3.92486 -2.00368 -0.119
C 2.56632 2.87273 -4.17522 -0.098
H 3.07063 -2.40274 -3.32224 0.091
H 3.79981 -1.96170 -1.77982 0.066
H 2.29303 -1.19335 -2.30213 0.050
H 1.27391 -3.56917 -2.28804 0.079
H 3.88006 -4.16417 -0.82308 0.071
H 3.27895 -4.86954 -2.31749 0.094
H 2.48699 -5.25407 -0.79452 0.063
H 1.07323 -2.84226 2.16806 0.020
H 1.54902 -5.67075 1.14240 0.071
H -0.00672 -5.02015 1.69220 0.067
H 1.35862 -5.12408 2.80035 0.095
H 3.57584 -4.24245 1.19977 0.073
H 3.29599 -3.38211 2.70973 0.080
H 3.47960 -2.47606 1.22012 0.053
H 0.08747 -5.44927 -0.52899 0.096
H -2.12890 -6.36549 -1.04129 0.113
H -4.02911 -4.83623 -1.49262 0.112
H -3.64538 -2.41005 -1.60099 0.099
H -3.24528 -0.66817 -3.51128 0.118
H -5.32458 0.66821 -3.67077 0.115
H -5.87657 2.30892 -1.90594 0.112
H -4.40134 2.60963 0.02346 0.101
H -2.02019 0.49395 2.97102 0.014
H -4.59653 1.72296 1.89797 0.069
H -3.42200 2.54354 2.94808 0.075
H -4.30985 1.14442 3.53303 0.093
H -4.11993 -0.68207 1.09386 0.087
H -3.80996 -1.17966 2.75843 0.088
H -2.59675 -1.47421 1.51097 0.053
H -2.59017 3.38024 1.12894 0.098
H 0.39943 3.14257 1.70284 0.029
H -0.87953 3.06053 2.91905 0.061
H -0.61674 4.55236 2.02747 0.099
H -0.24541 3.19706 -0.81578 -0.019
H -1.02019 4.71463 -0.34734 0.098
H -1.92431 3.48547 -1.24150 0.059
H -0.61178 -2.88065 -3.17550 0.092
H 0.34003 -3.13484 -5.42338 0.113
H 1.21466 -1.15058 -6.61575 0.112
H 1.08924 1.04628 -5.58191 0.087
H -0.12020 2.68745 -5.30652 0.091
H -1.22057 4.78482 -3.36646 0.074
H -1.20070 4.91200 -5.12511 0.086
H 0.31465 4.88291 -4.24131 0.053
H -2.74450 2.70743 -3.73497 0.068
H -2.15550 1.35117 -4.70268 0.062
H -2.57506 2.87650 -5.48759 0.087
H 2.31161 1.86190 -2.31140 0.077
H 1.23776 4.72652 -2.43939 0.064
H 2.85221 4.29146 -1.90218 0.085
H 1.44634 3.72366 -1.00466 0.042
H 2.07470 3.60216 -4.81966 0.073
H 2.68310 1.94322 -4.72904 0.058
H 3.56981 3.24887 -3.96058 0.083
C -0.09453 0.78140 4.34347 -0.183
Si 0.14690 -0.67122 3.16748 0.476
C -0.88566 -2.09214 3.84120 -0.161
C 1.95948 -1.01721 3.56007 -0.363
C 2.36314 -1.74518 4.68760 -0.092
C 3.70802 -1.86992 5.00514 -0.081
C 4.66454 -1.25870 4.20202 -0.075
C 4.26437 -0.53644 3.08747 -0.100
C 2.90776 -0.42639 2.75186 -0.361
Si 2.37591 0.58721 1.23704 0.499
C 2.69143 2.33239 1.88831 -0.175
C 3.73074 0.22693 -0.01635 -0.188
H 0.41302 0.52884 5.27835 0.050
H -1.13531 0.99616 4.59136 0.031
H 0.36534 1.68417 3.94893 0.015
H -0.46283 -2.39194 4.80060 0.039
H -0.91353 -2.96700 3.18763 0.029
H -1.91577 -1.78013 4.01447 0.025
H 1.62962 -2.20712 5.33962 0.096
H 4.01217 -2.43954 5.87470 0.107
H 5.71629 -1.34402 4.44621 0.107
H 5.02341 -0.07021 2.46729 0.102
H 3.42962 2.22233 2.68393 0.046
H 1.81486 2.83273 2.30326 -0.009
H 3.11302 2.97497 1.11780 0.032
H 4.62023 0.78412 0.28480 0.049
H 3.49010 0.51440 -1.04065 0.009
H 3.96524 -0.83570 -0.01495 0.006
```

Values from the calculation:
- Orbital gap: 6.290 eV
- Energy: -103583.07439 eV
- HOMO energy: -0.37333 hartree
- Multiplicity: 1
- Total charge: +1
- Energy relative to the best compared isomer or geometry (same formula, charge and spin): 114.81 kJ/mol
- Largest force on an atom: 2.21 eV/Å

(3)
Computed, not measured: a cluster of 5 separate species, C46H71F3O15P in total at a distorted geometry, with ωB97M-V/def2-TZVPD.

Geometry as XYZ:
```
136
Properties=species:S:1:pos:R:3:lowdin_charge:R:1
C 4.71037 2.94387 2.74318 -0.070
C 4.83711 4.45373 2.84329 -0.232
O 3.95987 5.20062 1.99911 -0.037
C 2.62476 4.96097 2.24722 -0.493
O 2.09028 5.46116 3.18475 0.146
C 1.97702 4.08994 1.21538 -0.083
C 0.60514 3.52448 1.64960 -0.144
C 0.52899 2.01002 1.33251 -0.088
C -0.69844 1.44070 0.58405 -0.410
C -1.49363 2.36693 -0.32462 -0.019
C -2.52260 3.24825 0.33622 -0.506
O -3.36352 3.83166 -0.27358 0.124
O -2.46678 3.35326 1.71135 0.062
O -0.10704 0.55582 -0.38227 -0.266
P 0.32617 -0.99454 0.22090 0.575
C 1.73977 -1.03137 -1.07946 -0.289
C 2.81563 -2.06915 -0.78553 -0.226
C 3.68926 -1.79572 0.45343 -0.378
C 4.04161 -0.32355 0.67954 -0.075
C 5.01813 -2.56422 0.28801 -0.178
C 5.92127 -2.44361 1.54372 -0.194
C 7.10357 -1.55851 1.29410 -0.107
C 7.48734 -0.53500 2.06147 -0.349
C 7.21543 -0.47004 3.54637 -0.064
C 8.26770 0.62151 1.47397 -0.070
C -0.89149 -1.96206 -0.90306 -0.194
O -1.67668 -1.08807 -1.78936 -0.017
C -2.62338 -1.70978 -2.46221 -0.752
F -3.38087 -0.77523 -3.08844 0.123
F -2.16010 -2.51867 -3.44277 0.129
F -3.47381 -2.42042 -1.70343 0.148
O -0.86021 -0.78341 1.48524 -0.298
C -1.54105 0.46948 1.46407 -0.276
C -2.96358 0.15453 0.98548 -0.056
C -3.86812 -0.26768 2.12835 -0.150
C -3.59190 -1.45675 2.81090 -0.024
C -4.39837 -1.91566 3.85504 -0.080
C -5.52300 -1.19082 4.24420 -0.102
C -5.80803 0.00001 3.58168 -0.059
C -5.00240 0.46940 2.52917 -0.205
C -5.42418 1.75847 1.85693 -0.045
H 5.03847 2.55915 1.77989 0.079
H 5.34232 2.48384 3.50278 0.076
H 3.69741 2.58573 2.92175 0.078
H 4.74115 4.76802 3.88490 0.118
H 5.84500 4.72386 2.53688 0.117
H 2.68470 3.30503 0.96622 0.106
H 1.84320 4.71060 0.32694 0.138
H 0.55044 3.66276 2.72632 0.109
H -0.15126 4.12962 1.16163 0.090
H 0.67520 1.45078 2.25271 0.120
H 1.37605 1.78055 0.69720 0.091
H -0.78725 3.00468 -0.85602 0.145
H -2.03560 1.74542 -1.02884 0.131
H -2.01574 4.16987 1.95222 0.110
H 0.64134 -2.32524 0.74660 0.032
H 1.33268 -0.51467 1.15307 0.024
H 2.12968 -0.01920 -1.12523 0.066
H 1.28755 -1.24171 -2.05357 0.059
H 3.47989 -2.13940 -1.65244 0.107
H 2.32865 -3.03599 -0.63529 0.097
H 3.22719 -2.19275 1.35951 0.128
H 3.19215 0.34057 0.56433 0.036
H 4.38907 -0.19270 1.70697 0.066
H 4.85558 0.01890 0.03734 0.088
H 4.85153 -3.60264 0.01248 0.109
H 5.54309 -2.03813 -0.51170 0.103
H 5.33883 -2.05274 2.37445 0.092
H 6.25727 -3.45172 1.81276 0.106
H 7.71917 -1.78470 0.42695 0.116
H 7.73782 -1.28146 4.04709 0.077
H 7.63318 0.45037 3.95412 0.061
H 6.15498 -0.46683 3.80123 0.071
H 9.34515 0.43450 1.51070 0.075
H 7.94496 0.84567 0.46371 0.072
H 8.10501 1.51030 2.08195 0.060
H -0.30093 -2.63685 -1.52361 0.083
H -1.53392 -2.56956 -0.26760 0.083
H -1.48887 0.77481 2.51068 0.149
H -3.46368 0.97182 0.47017 0.091
H -2.94488 -0.67745 0.29076 0.111
H -2.73905 -2.05920 2.52992 0.109
H -4.18025 -2.84881 4.35658 0.095
H -6.18159 -1.52317 5.03073 0.076
H -6.68746 0.56806 3.85773 0.097
H -6.45809 2.00016 2.08314 0.070
H -5.36929 1.62696 0.77603 0.075
H -4.75410 2.57966 2.09802 0.066
O 3.46321 -0.30287 -5.02136 0.114
C 2.27456 -0.28146 -5.15923 -0.483
O 1.45168 0.39622 -4.32585 0.026
C 0.07766 0.15152 -4.67340 -0.147
C 0.11169 -0.28624 -6.13141 -0.148
C 1.45627 -1.00418 -6.21106 -0.069
H -0.32304 -0.62602 -4.02095 0.108
H -0.49941 1.06123 -4.52217 0.118
H -0.74251 -0.90309 -6.40869 0.112
H 0.11867 0.58816 -6.78476 0.114
H 1.37106 -2.05551 -5.92626 0.102
H 1.91884 -0.91158 -7.19053 0.124
O -2.75141 2.07940 -7.56730 0.116
C -3.62738 2.16202 -6.75704 -0.484
O -4.89503 2.51946 -7.08667 0.019
C -5.69891 2.63631 -5.89912 -0.159
C -4.99043 1.79066 -4.85074 -0.153
C -3.52865 1.94143 -5.26040 -0.074
H -5.74705 3.69089 -5.61826 0.125
H -6.70485 2.28479 -6.11721 0.121
H -5.19888 2.10497 -3.83027 0.120
H -5.29091 0.74656 -4.94743 0.118
H -3.06703 2.81885 -4.80430 0.137
H -2.94811 1.05185 -5.03338 0.105
O 3.40497 -4.40244 -4.60677 0.145
C 2.46166 -4.90402 -5.13198 -0.475
O 1.42312 -4.18052 -5.63884 -0.009
C 0.38895 -5.05925 -6.10912 -0.154
C 1.08152 -6.38979 -6.37292 -0.157
C 2.18503 -6.38572 -5.31714 -0.074
H -0.37727 -5.13599 -5.33468 0.129
H -0.05740 -4.63241 -7.00471 0.125
H 0.40749 -7.24221 -6.31141 0.113
H 1.52676 -6.38415 -7.36916 0.116
H 1.84461 -6.79540 -4.36541 0.131
H 3.08181 -6.90244 -5.64587 0.122
O -7.16505 -1.45429 7.38378 0.115
C -6.43187 -0.56050 7.69355 -0.490
O -5.22148 -0.37109 7.12462 0.014
C -4.53213 0.71027 7.77046 -0.146
C -5.62281 1.54690 8.42486 -0.156
C -6.66635 0.48653 8.76864 -0.077
H -3.83700 0.28919 8.50041 0.126
H -3.96696 1.26264 7.02386 0.129
H -5.26892 2.12053 9.27955 0.112
H -6.03701 2.24715 7.69820 0.118
H -6.48594 0.03021 9.74302 0.128
H -7.68279 0.86619 8.71821 0.122
```

Values from the calculation:
- Orbital gap: 6.823 eV
- Energy: -97008.92591 eV
- HOMO energy: -0.17200 hartree
- Multiplicity: 1
- Total charge: -1
- Largest force on an atom: 2.10 eV/Å